The following is a DFT calculation (ωB97M-V with the def2-TZVPD basis set) of C4H4N3 as an isolated structure at a distorted geometry.

Element x y z (Å)
N -2.4428 0.3678 0.0164
N 1.0257 0.4800 -0.3861
N -1.2324 0.9651 -0.0114
C -0.1900 0.0580 -0.2756
C -1.9591 -0.7766 0.2029
C 1.8592 1.2165 0.2289
C -0.6944 -1.3616 -0.2064
H -0.0458 -1.8720 0.6972
H 1.8842 1.3621 1.2713
H 2.5643 1.7024 -0.4487
H -0.7690 -2.1418 -1.0886

Results
- calculated total energy (eV) = -8668.6788
- charge = +1
- Kohn-Sham gap (alpha / beta) (eV) = 7.659 / 7.660
- energy above the lowest of the compared OMol25 structures with the same formula, charge and spin (kJ/mol) = 515.77

Charges per atom according to Mulliken partitioning, unit e: -0.22, -0.23, -0.18, 0.32, 0.28, -0.12, -0.06, 0.29, 0.31, 0.27, 0.35

The following is a DFT calculation (ωB97M-V with the def2-TZVPD basis set) of one molecule with the formula C4H4N4 at a distorted geometry.

Element x y z (Å)
N 1.4715 -1.2741 0.4605
N 0.6693 -1.9160 -0.4755
N -0.5450 -1.6125 -0.6826
N -2.2270 -0.6609 0.6389
C 0.7497 0.9734 -0.3009
C 1.5782 0.0210 0.4357
C -1.1694 -0.4957 -0.0639
C -0.5678 0.8061 -0.4906
H 2.5268 0.3558 0.9019
H 1.2030 1.9395 -0.5848
H -2.5195 0.2419 1.0388
H -1.1699 1.6214 -0.8776

Results
- calculated total energy (eV) = -10169.3794
- Kohn-Sham gap (eV) = 9.238
- SMILES = [H]/N=c1\cccnnn1
- energy above the lowest of the compared OMol25 structures with the same formula, charge and spin (kJ/mol) = 333.69

Charges per atom according to Mulliken partitioning, unit e: -0.25, -0.16, -0.16, -0.63, -0.24, -0.02, 0.45, -0.31, 0.37, 0.32, 0.25, 0.38

The following is a DFT calculation (ωB97M-V with the def2-TZVPD basis set) of one molecule with the formula C4H4N4O at a distorted geometry.

Element x y z (Å)
O 0.0886 -1.1573 -1.5609
N -1.1674 -0.9362 1.8381
N 0.5825 1.7975 0.1987
N 0.7308 1.1580 -0.8707
N 1.0287 0.8905 -2.0600
C -0.1852 -0.7583 -0.3679
C -0.0274 1.1076 1.1285
C 0.7171 -0.3071 -2.4407
C -0.4409 -0.2503 0.8412
H 0.9110 -0.6911 -3.4186
H -1.0860 -0.4923 2.7427
H -0.9564 -1.9233 1.8807
H -0.1953 1.5622 2.0889

Results
- calculated total energy (eV) = -12213.6822
- Kohn-Sham gap (alpha / beta) (eV) = 8.253 / 8.252
- energy above the lowest of the compared OMol25 structures with the same formula, charge and spin (kJ/mol) = 658.78

Charges per atom according to Mulliken partitioning, unit e: -0.41, -0.57, -0.86, 0.99, -0.76, 0.19, -0.45, -0.13, 0.76, 0.43, 0.23, 0.24, 0.36

The following is a DFT calculation (ωB97M-V with the def2-TZVPD basis set) of one molecule with the formula C4H4N4O3 at a distorted geometry.

Element x y z (Å)
O 3.0829 -0.3018 0.5667
O 0.2018 2.5589 -0.1570
O 1.0976 -2.0838 -0.4166
N -1.4135 0.9477 -0.1173
N -1.0346 -1.2473 0.0665
N -3.2358 -0.4745 0.2094
N 2.2749 0.5971 -0.1111
C -1.8236 -0.2907 0.0279
C -0.0839 1.2227 -0.0751
C 0.3632 -1.0161 0.0207
C 0.9077 0.1969 -0.0286
H 0.5702 -2.9349 -0.6131
H -3.4972 -1.4107 0.1947
H -0.4972 3.1642 -0.2771
H -3.9519 0.3575 0.7495

Results
- calculated total energy (eV) = -16311.3175
- Kohn-Sham gap (eV) = 8.278
- SMILES = Nc1nc(O)c(N=O)c(O)n1
- energy above the lowest of the compared OMol25 structures with the same formula, charge and spin (kJ/mol) = 297.52

Charges per atom according to Mulliken partitioning, unit e: -0.30, -0.47, -0.49, -0.65, -0.58, -0.48, -0.26, 0.37, 0.56, 0.55, 0.50, 0.36, 0.22, 0.37, 0.30

The following is a DFT calculation (ωB97M-V with the def2-TZVPD basis set) of one molecule with the formula C4H4N6O2S4 at a distorted geometry.

Element x y z (Å)
S -2.1595 3.2892 -2.0195
S 1.4365 -0.8961 -1.5714
S 2.6010 0.3002 -0.2752
S -0.0563 -3.2069 2.3435
O 0.1795 1.3561 1.2043
O -1.5853 -1.0337 -0.3574
N -0.2142 1.2803 -2.3473
N 0.0093 0.0907 -1.7063
N 1.8830 -1.5077 1.6096
N 0.0046 -0.5596 2.3010
N 1.9146 -0.1420 1.1903
N -2.1317 0.7598 -1.3857
C 0.6775 -1.6697 2.2461
C -1.2414 -0.2292 -1.1885
C -1.3402 1.8104 -1.8797
C 0.7164 0.3353 1.6007
H 2.4019 -2.2499 1.2759
H -1.0340 -0.5835 2.1237
H -2.6222 0.9560 -0.4956
H 0.5605 1.9005 -2.6685

Results
- calculated total energy (eV) = -60586.5614
- Kohn-Sham gap (eV) = 7.877
- SMILES = O=c1[nH]c(=S)[nH]n1SSn1[nH]c(=S)[nH]c1=O
- energy above the lowest of the compared OMol25 structures with the same formula, charge and spin (kJ/mol) = 116.63

Charges per atom according to Mulliken partitioning, unit e: -0.32, 0.02, 0.07, -0.35, -0.57, -0.58, -0.09, 0.11, -0.10, -0.05, 0.00, -0.19, 0.15, 0.37, 0.00, 0.27, 0.23, 0.38, 0.34, 0.33

The following is a DFT calculation (ωB97M-V with the def2-TZVPD basis set) of an isolated ion of composition C4H4NO and charge -1 at a distorted geometry.

Element x y z (Å)
O -2.8820 -0.6152 0.1846
N -1.8405 0.0826 0.4037
C 0.6921 -1.1396 0.6118
C 0.1173 -1.8243 -0.6422
C -1.0878 0.6842 -0.6894
C -0.3211 -0.5397 -0.2822
H -0.5956 1.5811 -0.3377
H 0.5180 -1.5762 1.6799
H 1.8455 -0.7726 0.4699
H -1.6310 0.5799 -1.6011

Results
- calculated total energy (eV) = -7743.4833
- charge = -1
- Kohn-Sham gap (eV) = 7.560
- energy above the lowest of the compared OMol25 structures with the same formula, charge and spin (kJ/mol) = 295.60

Charges per atom according to Mulliken partitioning, unit e: -0.53, -0.10, -0.42, -0.86, -0.09, 0.15, 0.22, 0.17, 0.09, 0.38

The following is a DFT calculation (ωB97M-V with the def2-TZVPD basis set) of an isolated ion of composition C4H4NO and charge +1 at a distorted geometry.

Element x y z (Å)
O -1.6552 -0.2421 -0.3298
N -2.1872 -0.8482 -1.2039
C -0.4248 0.0814 0.1914
C 1.5366 -0.6894 -1.3889
C -0.5233 0.8216 1.3143
C 0.9773 -0.2761 -0.3357
H 1.6210 -0.0453 0.5160
H 0.3259 1.1881 1.8704
H -1.4981 1.0842 1.6999
H 1.8278 -1.0742 -2.3337

Results
- calculated total energy (eV) = -7733.6817
- charge = +1
- Kohn-Sham gap (alpha / beta) (eV) = 7.094 / 6.330
- energy above the lowest of the compared OMol25 structures with the same formula, charge and spin (kJ/mol) = 652.44

Charges per atom according to Mulliken partitioning, unit e: 0.06, 0.21, 1.05, -0.55, -0.81, -0.21, 0.23, 0.30, 0.31, 0.42

The following is a DFT calculation (ωB97M-V with the def2-TZVPD basis set) of C4H4NO as an isolated structure at a distorted geometry.

Element x y z (Å)
O -0.3862 -0.3864 -2.2831
N 0.6670 -1.1436 -1.9960
C 0.2864 0.2792 1.4776
C -0.7638 0.3097 -0.8897
C 0.7430 -0.9515 -0.7689
C 0.1034 -0.0859 0.0776
H 1.2209 0.1146 1.7899
H -1.4475 1.1581 -1.1139
H -0.2026 1.1936 1.8223
H -0.2207 -0.4878 1.8840

Results
- calculated total energy (eV) = -7735.1515
- charge = +1
- Kohn-Sham gap (eV) = 7.638
- energy above the lowest of the compared OMol25 structures with the same formula, charge and spin (kJ/mol) = 510.62

Charges per atom according to Mulliken partitioning, unit e: -0.04, -0.14, -1.29, -0.22, 0.36, 0.72, 0.42, 0.39, 0.36, 0.43

The following is a DFT calculation (ωB97M-V with the def2-TZVPD basis set) of C4H4NO3PS as an isolated structure at a distorted geometry.

Element x y z (Å)
S -0.4820 1.6068 0.0885
P -2.6021 -0.2031 -0.0076
O -3.3237 0.2831 -1.1802
O -3.3055 -0.0010 1.3329
O -2.4595 -1.8857 -0.0817
N 2.3412 -1.6875 0.2472
C -0.8050 0.0171 0.0010
C 2.2074 -0.4548 0.2429
C 2.3091 0.7979 -0.0121
C 1.2797 1.8360 0.1655
H -1.6854 -2.0554 0.5399
H 1.6528 2.8318 -0.2904
H 3.0979 1.2075 -0.5603
H 1.7751 -2.2927 -0.4855

Results
- calculated total energy (eV) = -31966.4735
- charge = -2
- Kohn-Sham gap (alpha / beta) (eV) = 4.964 / 4.964
- energy above the lowest of the compared OMol25 structures with the same formula, charge and spin (kJ/mol) = 331.68

Charges per atom according to Mulliken partitioning, unit e: 0.01, 0.92, -0.75, -0.80, -0.59, -0.68, -0.56, 0.43, -0.34, -0.49, 0.31, 0.04, 0.25, 0.25

The following is a DFT calculation (ωB97M-V with the def2-TZVPD basis set) of an isolated ion of composition C4H4NOS and charge +1 at a distorted geometry.

Element x y z (Å)
S -3.2292 -0.6384 -0.0733
O -1.0176 2.3577 0.4045
N 0.5245 -0.5697 -0.0401
C 1.4210 -1.1477 0.3963
C -0.6177 0.0831 -0.3710
C -1.7910 -0.3098 0.5367
C -0.3782 1.6594 -0.2898
H -0.8676 -0.1285 -1.4196
H 2.2641 -1.6855 0.7506
H 0.4216 1.9784 -0.9716
H -1.5756 -0.2757 1.5975

Results
- calculated total energy (eV) = -18574.8882
- charge = +1
- Kohn-Sham gap (eV) = 7.938
- SMILES = C#[N+][C@H](C=O)C=S
- energy above the lowest of the compared OMol25 structures with the same formula, charge and spin (kJ/mol) = 0.00

Charges per atom according to Mulliken partitioning, unit e: -0.08, -0.31, 0.00, 0.12, 0.07, -0.34, 0.02, 0.36, 0.49, 0.37, 0.31